1.
# C21H26ClCoN4O4Se

A molecular structure, C21H26ClCoN4O4Se (the ωB97M-V functional and the def2-TZVPD basis, OMol25).

XYZ file:
```
58
Properties=species:S:1:pos:R:3:forces:R:3
Co 2.011015 0.878814 0.559597 1.868 -0.265 0.421
O 2.028290 0.887160 2.270990 0.856 -0.240 0.321
C 2.783931 -4.374163 1.542339 0.040 -0.105 0.124
C 3.276732 -3.058817 2.108710 -0.183 0.109 0.033
N 2.712595 -1.988081 1.343298 0.141 0.003 -0.284
C 1.425162 -1.956905 0.886117 0.281 0.437 0.422
N 0.950969 -0.828371 0.465785 -0.875 -1.646 -0.244
C -0.420907 -0.844577 -0.058345 0.503 0.002 -0.499
C -1.283497 -1.880628 0.625033 -0.119 -0.010 -0.070
C -0.627178 -3.235020 0.470018 -0.171 0.125 -0.124
N 0.746322 -3.168959 0.914538 -0.141 -0.175 -0.184
C 1.268197 -4.361358 1.543807 0.146 0.145 0.116
H 3.157706 -5.216544 2.132013 -0.072 -0.004 0.027
H 3.149983 -4.494688 0.519652 -0.008 0.086 -0.010
H 4.365856 -3.005076 2.053681 -0.017 0.134 -0.019
H 2.992519 -2.966350 3.170112 0.066 -0.195 0.049
H 3.123820 -1.058229 1.451869 -0.011 0.015 0.015
H -0.391948 -1.017978 -1.143909 0.024 -0.128 0.005
H -0.855119 0.131603 0.093685 0.038 0.022 -0.119
H -2.287573 -1.897009 0.190087 0.026 0.002 -0.044
H -1.383285 -1.627464 1.684264 0.088 0.039 -0.004
H -0.652852 -3.548488 -0.583390 -0.130 -0.026 -0.002
H -1.180293 -3.983700 1.048649 0.208 -0.084 0.090
H 0.897010 -5.247181 1.017563 -0.124 0.092 -0.072
H 0.897865 -4.418742 2.580424 0.039 -0.135 0.033
Se 4.426763 0.932402 0.644694 0.134 0.056 0.131
C -4.234502 2.900808 1.736417 -0.123 0.098 -0.002
C -3.675642 2.644531 0.365772 -0.045 -0.257 0.073
C -4.377887 1.838696 -0.525820 -0.024 0.011 -0.077
C -3.879280 1.586825 -1.792273 0.199 0.221 0.235
Cl -4.793447 0.589103 -2.889803 -0.126 -0.134 -0.120
C -2.670706 2.125074 -2.196998 0.052 -0.003 -0.144
C -1.956343 2.914502 -1.311612 -0.160 -0.198 0.035
C -2.439857 3.153330 -0.031385 0.140 0.392 -0.244
O -1.701167 3.974841 0.778519 -0.110 -0.102 0.145
C -1.011497 3.253830 1.824644 0.451 0.667 0.050
C -0.115948 2.094776 1.328469 -0.640 1.232 0.833
O -0.434378 1.019057 1.820836 -0.563 -0.098 0.159
O 0.848929 2.419291 0.561137 -1.689 0.112 0.175
H -5.325822 2.859716 1.721976 0.007 -0.096 -0.041
H -3.953413 3.890657 2.096914 0.149 -0.063 0.031
H -3.872895 2.149754 2.441351 0.021 0.075 0.058
H -5.323047 1.401848 -0.226218 -0.021 0.033 -0.010
H -2.270678 1.923254 -3.181607 -0.013 -0.058 0.010
H -0.996740 3.320502 -1.591633 0.020 0.031 0.048
H -1.723998 2.898756 2.569574 -0.041 -0.248 -0.174
H -0.368805 3.985793 2.320312 -0.027 0.117 -0.177
C 2.141583 0.712395 -4.234836 0.064 -0.036 -0.894
C 2.834107 -0.234311 -3.438646 -0.274 0.261 0.457
C 2.763689 -0.137982 -2.074539 -0.006 -0.266 -0.210
N 2.050676 0.835604 -1.405422 -0.061 0.188 -0.711
C 1.387476 1.742065 -2.195026 0.004 -0.007 -0.372
C 1.401983 1.722497 -3.566276 0.103 -0.239 0.482
H 2.176138 0.666278 -5.318952 0.001 0.001 0.044
H 3.415299 -1.027569 -3.895226 0.037 -0.029 0.060
H 3.282294 -0.846713 -1.439174 0.012 0.032 0.021
H 0.838502 2.496894 -1.657216 0.076 0.068 0.092
H 0.853288 2.474232 -4.124519 -0.019 0.041 0.054
```
Positions in Å, forces in eV/Å.

Values from the calculation:
Kohn-Sham gap (alpha / beta) in eV: 2.303 / 4.462
Net charge: -2
Energy relative to the best compared isomer or geometry (same formula, charge and spin) in eV: 1.028
Multiplicity: 5
Highest occupied orbital energy (alpha / beta) in eV: 1.93 / -0.23
LUMO energy (alpha / beta) in eV: 4.23 / 4.23

***

2.
# C21H26F15N3O9S

2 unconnected molecules or ions with the total composition C21H26F15N3O9S (the ωB97M-V functional and the def2-TZVPD basis, OMol25).

XYZ file:
```
75
Properties=species:S:1:pos:R:3:forces:R:3
C 5.819216 0.245374 0.830064 -0.665 0.289 0.144
C 4.818768 0.995152 -0.085381 0.198 -0.137 -0.439
C 5.177882 2.477557 -0.264846 0.328 -0.414 -0.103
C 3.338985 0.789328 0.327311 -0.106 -0.049 0.064
C 3.092800 0.934878 1.843217 -0.245 0.754 -0.250
C 2.914206 -0.563944 -0.277645 1.105 0.866 -0.235
O 1.757197 -1.203935 0.353959 -0.187 0.286 -0.124
C 0.687400 -1.230242 -0.398073 -0.318 -0.874 -1.337
N 0.594455 -1.744396 -1.643524 0.694 -0.822 -0.602
C 1.553457 -2.423480 -2.491752 0.753 1.213 -1.017
O 1.725390 -2.003783 -3.603819 -0.432 -0.678 1.208
C 2.390617 -3.663612 -2.020793 -0.216 -0.501 -0.548
F 2.914461 -4.176203 -3.135264 -0.100 0.085 -0.223
F 3.444660 -3.298883 -1.266130 -0.359 0.345 0.463
C 1.561985 -4.805898 -1.330226 0.371 -0.819 0.271
F 0.248898 -4.534049 -1.306750 0.051 0.594 0.034
F 1.709600 -5.925336 -2.053536 0.148 0.030 -0.077
C 2.013139 -5.178967 0.115694 -1.318 -0.156 0.775
F 1.192759 -6.190524 0.495270 -0.100 0.080 -0.132
F 3.250273 -5.660741 0.159984 0.315 0.372 -0.419
C 1.858084 -4.063315 1.186575 1.382 0.830 0.626
O 2.840509 -3.516098 1.628294 -0.736 -0.564 -0.279
O 0.614275 -3.793870 1.599493 0.259 -0.570 -0.409
C -0.690588 -1.560031 -2.131701 -0.631 0.024 -0.801
C -1.433989 -0.947773 -1.199615 0.808 -0.357 -0.261
C -2.874003 -0.586041 -1.269222 -0.250 0.172 -0.081
C -3.189366 0.694460 -2.058094 -0.191 0.457 0.526
C -2.672650 2.011247 -1.428504 0.037 0.170 -0.627
C -3.751406 2.757913 -0.591628 0.225 0.147 -0.568
C -3.218096 3.264254 0.744346 -0.366 -1.482 -1.072
F -2.229260 4.157521 0.594102 -0.134 0.427 0.187
F -2.631953 2.166863 1.330934 -0.139 0.121 0.467
C -4.313205 3.703445 1.761534 0.670 0.000 0.691
F -3.814572 3.524486 2.993444 0.298 0.477 0.073
F -5.369982 2.905857 1.692523 -0.141 -0.214 -0.479
S -4.898567 5.496547 1.638184 -1.513 0.580 0.793
F -4.504958 5.599004 0.103627 0.433 -0.087 0.152
F -3.502416 6.048191 2.128146 0.231 -0.301 -0.499
F -5.371343 5.429760 3.162560 0.021 0.003 -0.271
F -6.356510 5.017744 1.206856 0.214 0.052 -0.165
F -5.423136 6.985266 1.561409 0.193 -0.083 0.034
N -0.529414 -0.787489 -0.144337 -0.676 1.945 2.261
C -0.878312 -0.192449 1.143802 -0.245 -1.203 0.829
O -0.149359 0.980440 1.418805 -0.148 0.169 -0.728
O 0.138046 0.910166 2.799422 0.359 -0.206 0.732
H 5.273264 -0.521938 1.392060 0.352 -0.088 -0.087
H 6.625205 -0.217873 0.257902 -0.062 0.090 0.118
H 6.246236 0.933456 1.567955 0.032 -0.157 -0.106
H 4.936515 0.547046 -1.087741 -0.154 0.107 0.114
H 5.079930 3.050922 0.662697 -0.079 -0.069 -0.112
H 4.584680 2.935018 -1.063070 -0.049 0.016 0.236
H 6.225933 2.523448 -0.585336 -0.131 0.164 0.131
H 2.769243 1.569574 -0.193507 -0.025 -0.123 0.147
H 2.359858 1.734123 1.977311 0.022 -0.208 0.124
H 3.988199 1.285492 2.364858 -0.045 -0.369 -0.030
H 2.666183 0.053369 2.322483 0.293 -0.016 -0.047
H 2.698223 -0.380866 -1.336863 -0.117 -0.181 0.155
H 3.786107 -1.220275 -0.248667 -0.548 -0.427 0.399
H 0.723820 -3.296005 2.425262 -0.103 0.169 -0.058
H -1.008811 -1.896264 -3.105711 0.246 -0.162 0.096
H -3.313858 -0.586494 -0.267288 -0.036 0.055 -0.157
H -3.335247 -1.429250 -1.788678 -0.024 -0.184 0.273
H -2.857673 0.609359 -3.097932 0.193 -0.110 0.220
H -4.282534 0.781158 -2.118379 0.161 -0.201 -0.073
H -1.735490 1.848877 -0.883304 -0.231 0.005 0.105
H -2.403960 2.673004 -2.260224 0.066 -0.037 0.222
H -4.103733 3.589255 -1.208424 -0.061 0.038 0.362
H -4.618179 2.108599 -0.439421 0.206 0.064 0.314
H -0.622838 -0.920868 1.920776 0.011 0.112 -0.140
H -1.962849 -0.078499 1.179665 0.176 0.331 -0.196
H -0.287066 1.681924 3.204546 -0.257 0.082 -0.478
N -3.827416 -4.115625 -0.925945 -0.111 -0.154 0.232
O -3.248329 -3.443768 -1.823055 0.226 0.001 -0.312
O -4.298621 -5.223283 -1.187794 0.059 0.097 -0.027
O -3.910772 -3.638005 0.227108 0.115 0.188 -0.008
```
Positions in Å, forces in eV/Å.

Values from the calculation:
Kohn-Sham gap in eV: 5.687
Net charge: 0
Highest occupied orbital energy in eV: -7.31
LUMO energy in eV: -1.62